Entry 1:
Below is a molecular structure, C2H4N2O3S, with properties calculated with ωB97M-V with the def2-TZVPD basis set.

```
12
Properties=species:S:1:pos:R:3:forces:R:3
S -1.61364 -0.18540 -0.46937 -1.1150 -0.5245 1.7968
O -2.24073 0.81736 0.34528 -0.5370 0.0924 -0.8198
O -0.47329 -1.32446 1.09103 1.9877 0.7592 -0.4321
O 0.11463 0.37105 -0.28060 -1.4107 -1.7168 -0.6256
N -1.85116 -0.24392 -2.20255 -0.0367 1.9074 -0.2938
N -1.25178 0.93988 -2.12585 -1.3221 -0.4341 -2.3119
C 1.64542 -0.24655 1.29617 0.5682 1.5924 0.5787
C 0.36853 -0.51900 0.65819 -0.4861 -0.9811 2.1454
H 1.99663 0.70371 0.80661 0.2449 -1.0432 0.9357
H 2.33268 -1.05686 1.20993 0.5865 -0.5179 -0.1709
H -0.43042 0.86531 -2.69944 1.1152 0.7200 -0.2573
H 1.40314 -0.12112 2.37061 0.4050 0.1461 -0.5452
```
Forces are in eV/Å.

Values from the calculation:
HOMO (spin up / spin down): -8.2240 / -9.8186 eV
multiplicity: 3
net charge: 0

***

Entry 2:
Below is 2 unconnected molecules or ions with the total composition H5N2PS, with properties calculated with ωB97M-V with the def2-TZVPD basis set.

```
9
Properties=species:S:1:pos:R:3:forces:R:3
S 1.72119 1.52144 2.20817 -1.7854 2.2502 -0.9936
P -1.96895 -0.08301 -0.76972 -0.2799 -0.2399 0.5004
N -0.95240 -1.31342 -0.76172 0.0524 -0.3054 -0.1044
N 0.31159 -1.29185 -1.16206 -0.0203 1.2318 0.1941
H 0.72954 -0.58615 -1.73869 -0.4886 1.3269 -0.0683
H 0.34025 1.82494 1.78628 2.4579 -0.4637 0.7195
H -3.01211 -0.82129 -0.06617 0.4320 0.4229 -0.4750
H 2.15864 2.86903 2.01327 -0.6865 -1.8040 0.2437
H 0.67225 -2.11968 -1.50936 0.3184 -2.4190 -0.0165
```
Forces are in eV/Å.

Values from the calculation:
HOMO: -8.7478 eV
structure (SMILES): [H]/P=N/N.S
net charge: 0

***

Entry 3:
Below is a molecular structure, C17H28F5N4PRhSi, with properties calculated with ωB97M-V with the def2-TZVPD basis set.

```
57
Properties=species:S:1:pos:R:3:forces:R:3
Rh 0.25299 0.87806 -1.30707 0.0120 0.3774 -0.0732
P 1.27693 0.51838 0.56183 -0.0711 -0.2185 -0.1391
Si -2.64111 1.11244 -1.32816 -0.0309 0.0163 0.1665
F 1.10999 3.10667 -2.73484 -0.1128 -0.0322 -0.0292
F 3.04732 0.51310 -1.89198 0.0751 0.0636 0.0334
F 0.48628 -2.15369 -0.93798 -0.2684 -0.1497 -0.4394
F 1.69694 0.62315 -3.62242 -0.0007 0.0355 0.0765
F 0.49038 3.46997 -0.66031 0.1179 0.0838 0.0273
N -1.54056 -0.24836 -1.17854 0.0186 0.0436 -0.2819
N 1.11051 0.02670 3.22687 -0.0745 0.0346 0.0627
N 3.13020 1.13663 2.47489 -0.0840 -0.0137 -0.0271
N 2.81742 -1.23690 2.04340 0.0719 0.0540 0.0100
C 2.19473 -1.08350 0.68646 0.1419 0.0349 0.3165
C 3.80723 -0.10337 2.35365 -0.0054 -0.0996 0.0120
C 1.73360 -1.24204 3.13625 0.0389 -0.0371 -0.0164
C 2.59918 1.63113 1.19683 -0.0376 0.0544 0.0523
C 1.24411 2.62900 -1.47273 -0.1398 0.1014 0.1807
C -2.37829 2.16310 0.21758 -0.0584 -0.0712 0.0151
C -2.06515 2.10482 -2.82933 0.1484 -0.0913 0.0529
C -1.02026 -3.93633 -1.09037 -0.0060 0.0115 0.0015
C 0.25332 0.35241 2.07890 0.0696 0.0046 0.0345
C 1.78877 0.18602 -2.35099 -0.2430 -0.3337 -0.0999
C -4.48842 0.85681 -1.45488 0.0739 -0.0291 -0.0515
C -0.82281 -2.57540 -1.07566 -0.1489 -0.0355 -0.0213
C 2.09949 1.06417 3.51191 0.0027 0.0055 -0.0180
C -3.34824 -3.51914 -1.31850 -0.0006 0.0087 0.0039
C -3.11309 -2.15566 -1.30052 0.0541 -0.0008 -0.0066
C -2.30822 -4.43028 -1.21416 0.0187 -0.0210 0.0037
C -1.82229 -1.60017 -1.18607 0.0377 -0.0285 0.2081
H 1.02596 -2.02778 2.87446 -0.0068 0.0125 0.0048
H -2.74716 1.92376 -3.66378 0.0366 -0.0419 -0.0301
H -0.27654 1.28514 2.27224 0.0006 0.0124 0.0052
H 2.28536 2.77848 -1.18744 0.0645 -0.1040 -0.0336
H 2.97879 -1.12298 -0.06991 0.0162 0.0102 0.0134
H -1.07462 1.81320 -3.21187 0.0197 0.0401 -0.0274
H -3.95660 -1.49472 -1.38946 -0.0573 0.0883 -0.0134
H 1.71188 -0.90419 -2.35215 0.0751 0.0072 -0.0661
H -4.79009 0.35716 -2.37600 0.0027 -0.0341 0.0036
H 2.19101 2.63225 1.34591 0.0048 0.0057 -0.0484
H 1.60086 2.02825 3.58923 -0.0034 -0.0045 -0.0034
H -0.16130 -4.59019 -1.01479 0.0109 -0.0156 -0.0080
H -1.32998 2.30918 0.49036 0.0291 0.0120 -0.0608
H -2.48955 -5.49516 -1.23346 0.0009 0.0006 -0.0019
H 2.24570 -1.48812 4.06685 -0.0021 -0.0096 -0.0071
H 4.28854 -0.37947 3.29200 0.0227 0.0352 0.0002
H -2.03270 3.17994 -2.64986 -0.0242 0.0009 0.0354
H 2.57455 0.83859 4.46761 0.0215 0.0135 -0.0090
H 4.53486 -0.09039 1.54317 0.0126 0.0150 0.0147
H -2.87845 1.67244 1.05809 0.0233 0.0254 0.0394
H 3.31812 -2.12693 2.07349 -0.0113 0.0092 0.0017
H -4.36670 -3.87048 -1.41862 -0.0027 -0.0028 -0.0006
H -0.50231 -0.42138 1.92717 0.0137 -0.0085 -0.0375
H -4.89644 0.30959 -0.60476 -0.0158 0.0002 0.0132
H -4.95059 1.84791 -1.45727 0.0271 0.0180 -0.0043
H 3.40139 1.70072 0.46060 0.0078 0.0051 0.0144
H -2.80489 3.16167 0.10349 -0.0521 -0.0091 -0.0121
H 1.51000 -1.91425 0.53062 0.1867 0.1509 0.1638
```
Forces are in eV/Å.

Values from the calculation:
HOMO (spin up / spin down): -9.7982 / -9.7986 eV
net charge: +1

***

Summary of ΔE to the lowest compared entry with this formula, charge and spin in kJ/mol
254.48; 318.02; 98.36
(order as listed above)
Summary of largest force on an atom in hartree/bohr
0.0525; 0.0591; 0.0104
(order as listed above)